No. 1
Molecular formula: C2H2F2LiOSr
Method: DFT, ωB97M-V/def2-TZVPD

The calculation puts the orbital gap (alpha / beta) at 4.066 / 4.066 eV. Its HOMO energy (alpha / beta) is -9.13 / -9.13 eV.

ORCA input file:
```
! wB97M-V def2-TZVPD RIJCOSX def2/J DEFGRID3
* xyz 1 1
F 1.516 -0.091 1.075
C 0.899 1.151 0.231
C 0.232 0.579 -0.906
O -0.976 -0.077 -0.634
H 0.353 1.505 1.116
H 0.884 0.215 -1.718
Sr -1.464 -1.968 0.480
Li -0.294 2.500 -1.686
F 1.517 2.330 -0.252
*
```



No. 2
Molecular formula: C2H2F2LiOTm
Method: DFT, ωB97M-V/def2-TZVPD

The calculation puts the orbital gap (alpha / beta) at 6.839 / 6.497 eV. Its HOMO energy (alpha / beta) is -22.06 / -23.15 eV. Its expectation value of S² is 3.856.

ORCA input file:
```
! wB97M-V def2-TZVPD RIJCOSX def2/J DEFGRID3
* xyz 3 4
F 2.253 -0.732 -0.214
O -0.792 -0.501 -0.075
Tm 1.137 0.910 0.031
Li 1.902 -2.433 -0.497
C -1.888 -0.712 -0.788
C -3.039 -0.999 -0.155
H -2.748 -1.962 -1.002
F -2.636 0.652 -0.788
H -3.106 -1.528 0.793
*
```



No. 3
Molecular formula: C2H2F2N3
Method: DFT, ωB97M-V/def2-TZVPD

The calculation puts the orbital gap at 12.616 eV. Its HOMO energy is -16.73 eV.

ORCA input file:
```
! wB97M-V def2-TZVPD RIJCOSX def2/J DEFGRID3
* xyz 1 1
F -1.552 1.549 -0.360
C -0.686 0.630 -0.135
N 0.604 0.621 -0.479
C 1.112 -0.583 -0.037
N 0.202 -1.274 0.610
N -0.885 -0.507 0.514
F -2.028 -0.887 1.043
H 1.093 1.352 -0.985
H 2.139 -0.901 -0.170
*
```



No. 4
Molecular formula: C2H2F2O2S
Method: DFT, ωB97M-V/def2-TZVPD

The calculation puts the energy above the lowest of the compared OMol25 structures with the same formula, charge and spin at 43.5 kcal/mol. The calculation puts the orbital gap (alpha / beta) at 7.360 / 6.297 eV. Its HOMO energy (alpha / beta) is -6.74 / -10.81 eV. Its expectation value of S² is 2.011.

ORCA input file:
```
! wB97M-V def2-TZVPD RIJCOSX def2/J DEFGRID3
* xyz 0 3
C 2.455 1.215 -1.807
C 2.404 1.729 -0.763
O -0.416 -1.455 0.761
O -2.471 -0.377 1.749
F 2.573 0.784 -3.002
F -2.788 -2.165 0.069
S -1.661 -0.854 0.383
H -2.480 -0.976 2.424
H 2.384 2.100 0.185
*
```



No. 5
Molecular formula: C2H2F2O3
Method: DFT, ωB97M-V/def2-TZVPD

The calculation puts the energy above the lowest of the compared OMol25 structures with the same formula, charge and spin at 76.2 kcal/mol. The calculation puts the orbital gap at 9.650 eV. Its HOMO energy is -11.38 eV.

ORCA input file:
```
! wB97M-V def2-TZVPD RIJCOSX def2/J DEFGRID3
* xyz 0 1
C 0.271 -0.563 -0.009
C -0.813 0.513 0.585
O 0.775 -0.257 -1.146
O -0.549 1.707 0.027
O -1.691 0.175 1.336
F -0.363 -1.723 0.045
F 2.206 -1.249 0.381
H -1.307 2.319 0.213
H 1.471 -0.922 -1.431
*
```



No. 6
Molecular formula: C2H2F2S2
Method: DFT, ωB97M-V/def2-TZVPD

The calculation puts the energy above the lowest of the compared OMol25 structures with the same formula, charge and spin at 37.3 kcal/mol. The calculation puts the orbital gap (alpha / beta) at 9.095 / 9.095 eV. Its HOMO energy (alpha / beta) is -9.49 / -9.49 eV.

ORCA input file:
```
! wB97M-V def2-TZVPD RIJCOSX def2/J DEFGRID3
* xyz 0 1
C 0.265 0.658 -0.880
C 0.322 -0.395 0.623
F 0.278 1.952 -0.804
F 0.430 0.403 1.682
S 0.764 -0.059 -2.202
S -1.267 -1.309 0.644
H 1.224 -1.010 0.328
H -2.016 -0.241 0.609
*
```